C15H52BNO16 | ωB97M-V with the def2-TZVPD basis set

- E_HOMO (eV) = -9.5

Structure (ORCA input):
```
! wB97M-V def2-TZVPD RIJCOSX def2/J DEFGRID3
* xyz 0 1
O -1.3017 3.0857 2.3709
C -0.4570 2.7805 1.6391
N 0.4846 2.5258 0.9011
B 0.5061 1.2628 0.1593
O -0.2978 1.0919 -0.9393
C 1.4596 0.0664 0.5910
C 2.7693 0.2322 -0.1256
O 3.1334 -0.4266 -1.0670
O 3.5309 1.2592 0.3829
H 0.1900 0.5604 -1.5863
H 1.6413 0.1056 1.6724
H 1.0209 -0.8881 0.2857
H 3.8506 1.8066 -0.3488
C -3.1209 -1.4097 -0.5010
O -2.1920 -1.0911 0.5408
H -3.7617 -2.2004 -0.1210
H -3.7405 -0.5467 -0.7567
H -2.6141 -1.7613 -1.3997
H -1.6255 -0.3904 0.2065
C -2.4463 -3.2827 -4.1696
O -3.5136 -2.4856 -3.6751
H -1.9792 -3.7558 -3.3082
H -2.8026 -4.0659 -4.8436
H -1.6946 -2.6809 -4.6875
H -3.9424 -2.0577 -4.4212
C -3.9905 -4.3661 1.6732
O -3.0345 -3.9763 2.6570
H -4.5948 -5.1682 2.0874
H -4.6324 -3.5231 1.4154
H -3.4903 -4.7278 0.7711
H -2.5054 -3.2634 2.2826
C -5.6865 -1.7172 3.4584
O -6.1768 -1.5138 2.1283
H -5.5922 -2.7893 3.6134
H -4.7041 -1.2623 3.5945
H -6.3945 -1.3102 4.1840
H -6.2386 -0.5657 1.9871
C 5.3951 0.0037 -3.6859
O 5.2285 -1.2628 -3.0718
H 6.2263 -0.0802 -4.3840
H 4.5040 0.3022 -4.2437
H 5.6410 0.7739 -2.9462
H 4.4897 -1.1853 -2.4585
C 5.4974 0.8020 -7.2476
O 4.1477 0.5639 -6.8720
H 5.8836 1.5876 -6.6021
H 6.1111 -0.0928 -7.1135
H 5.5763 1.1355 -8.2859
H 3.8047 -0.1354 -7.4348
C -8.2578 -4.8042 1.2418
O -6.9765 -4.3711 0.8235
H -8.5435 -5.6312 0.5947
H -8.2516 -5.1605 2.2766
H -9.0069 -4.0126 1.1461
H -6.6919 -3.6403 1.3844
C 6.9859 1.0263 2.0693
O 6.5098 0.2346 0.9887
H 8.0711 0.9840 2.0494
H 6.6809 2.0722 1.9721
H 6.6413 0.6465 3.0346
H 5.5485 0.2716 0.9993
C -1.6386 3.9106 -1.6105
O -0.3323 4.2971 -2.0165
H -1.9710 3.1327 -2.2918
H -1.6364 3.5032 -0.5981
H -2.3365 4.7517 -1.6558
H -0.0205 4.9817 -1.4185
C 2.1056 0.8967 5.0685
O 1.7102 1.2226 3.7406
H 2.1143 -0.1883 5.1393
H 3.1073 1.2712 5.2923
H 1.4023 1.2905 5.8059
H 1.7040 2.1800 3.6527
C -6.1669 1.6815 -0.9163
O -4.8900 2.2008 -1.2550
H -6.3967 0.9063 -1.6436
H -6.1693 1.2301 0.0803
H -6.9447 2.4479 -0.9636
H -4.6598 2.8874 -0.6228
C 8.1043 4.2712 4.1416
O 8.4655 2.8995 4.0779
H 7.2731 4.4110 3.4535
H 7.7785 4.5605 5.1445
H 8.9251 4.9232 3.8314
H 9.2016 2.7522 4.6781
*
```

Atom charges from the Löwdin analysis, given in e for atoms 1 to 5: number 1, O, carries 0.196; number 2, C, carries -0.320; number 3, N, carries 0.293; number 4, B, carries -0.548; number 5, O, carries 0.167


C15H56AgO15 | ωB97M-V with the def2-TZVPD basis set

- E_HOMO (alpha / beta) (eV) = -8.1 / -7.9

Structure (ORCA input):
```
! wB97M-V def2-TZVPD RIJCOSX def2/J DEFGRID3
* xyz 0 2
Ag 3.2890 1.9440 1.5774
O 1.2064 1.0029 1.5873
C 0.8453 0.3850 0.3870
C 0.1796 -1.0076 0.3432
O -1.0108 -1.2649 1.0386
H 1.7559 0.3195 -0.2205
H 0.1540 1.0737 -0.1145
H 0.8882 -1.7955 0.6317
H 0.0024 -1.3019 -0.6998
C 4.4769 -0.7038 -0.1227
O 4.4692 0.7309 -0.0457
H 4.0040 -1.1387 0.7556
H 3.9110 -1.0176 -1.0017
H 5.4955 -1.0609 -0.2753
H 5.1432 1.0301 -0.6619
C -3.0832 2.1871 1.4250
O -3.2663 1.6093 2.7051
H -3.9250 1.9241 0.7803
H -3.0445 3.2743 1.5016
H -2.1602 1.8256 0.9694
H -4.1722 1.3119 2.8006
C 2.9473 4.6099 -0.4813
O 2.7549 3.2182 -0.2822
H 3.1825 5.1456 0.4388
H 3.7165 4.8606 -1.2150
H 2.0411 5.1122 -0.8284
H 2.2848 2.9209 -1.0769
C 2.2041 -2.8049 3.3954
O 1.6713 -1.5494 3.6614
H 3.1554 -3.0916 3.8557
H 1.4984 -3.5408 3.7871
H 2.3315 -3.0601 2.3359
H 2.3742 -0.9038 3.5356
C -3.1871 -3.0336 -1.1888
O -3.3970 -1.9381 -0.3516
H -2.3420 -3.6626 -0.8961
H -4.0802 -3.6539 -1.2454
H -2.9017 -2.7134 -2.1983
H -2.5294 -1.6469 -0.0347
C -0.3433 -1.6786 -3.7994
O 0.1884 -1.5588 -5.1211
H -1.1907 -2.3422 -3.6488
H 0.4897 -2.0111 -3.1764
H -0.5805 -0.6644 -3.4686
H 1.1132 -1.3162 -5.0508
C 2.1977 1.5255 -3.3668
O 1.6018 2.6183 -2.7037
H 1.4469 0.8636 -3.8032
H 2.9180 1.8074 -4.1376
H 2.7473 0.9373 -2.6303
H 0.9272 2.9822 -3.2835
C -2.6519 1.1794 -2.3076
O -3.1997 2.4853 -2.1848
H -3.4926 0.4934 -2.1888
H -2.2370 1.1002 -3.3157
H -1.8820 0.9293 -1.5796
H -3.9085 2.5521 -2.8278
C -0.3300 -4.7878 1.4123
O -1.5253 -4.0302 1.5543
H 0.5514 -4.1487 1.4767
H -0.3054 -5.5493 2.1927
H -0.3030 -5.3581 0.4789
H -1.3101 -3.1452 1.2320
C -1.2332 4.1394 3.5205
O -0.6657 2.8610 3.2387
H -1.1910 4.2483 4.6077
H -0.7704 4.9564 2.9664
H -2.2963 4.0880 3.2848
H 0.2828 3.0097 3.1744
C 2.6866 -3.4309 -1.6146
O 4.0593 -3.6052 -1.8720
H 2.1066 -4.3039 -1.9282
H 2.5419 -3.3025 -0.5406
H 2.2992 -2.6204 -2.2312
H 4.4812 -3.9853 -1.0989
C -4.3362 -2.3977 2.9532
O -3.4575 -1.3562 2.7161
H -5.0133 -2.6441 2.1310
H -3.8722 -3.3188 3.3201
H -4.9719 -2.0891 3.7882
H -3.0097 -1.5128 1.8803
C -0.6144 4.2355 -0.2651
O -1.9600 4.3180 -0.6307
H -0.0014 4.1621 -1.1699
H -0.2286 5.1002 0.2777
H -0.4574 3.3793 0.3983
H -2.1826 3.5895 -1.2305
*
```

Atom charges from the Löwdin analysis, given in e for atoms 1 to 5: number 1, Ag, carries 0.758; number 2, O, carries -0.333; number 3, C, carries -0.353; number 4, C, carries -0.236; number 5, O, carries -0.034


C15H56N20NbO11 | ωB97M-V with the def2-TZVPD basis set

- E_HOMO (eV) = -4.1
- energy relative to the best compared isomer or geometry (same formula, charge and spin) (kcal per mole) = 22.2

Structure (ORCA input):
```
! wB97M-V def2-TZVPD RIJCOSX def2/J DEFGRID3
* xyz -1 1
C 5.7690 3.9711 -1.0682
C 5.3200 2.6514 -1.7560
C 3.7901 2.3672 -1.5289
O 3.1633 2.5471 -2.7802
C 1.8144 3.0752 -2.6926
Nb 0.3068 2.0792 -1.2925
C -1.0889 3.9023 -1.3338
H 6.6864 3.8176 -0.4846
H 5.9779 4.7373 -1.8288
H 5.0259 4.3825 -0.3762
H 5.9039 1.8282 -1.3229
H 5.5392 2.6631 -2.8292
H 3.6992 1.3189 -1.2281
H 3.4542 3.0716 -0.7649
H 1.8110 4.1674 -2.4703
H 1.4006 2.9675 -3.7125
H -0.6429 1.3221 -2.6824
H 1.3917 0.6006 -1.1542
H 1.1472 2.8890 0.1451
H -0.8129 1.3454 -0.0258
H -0.5886 4.8395 -1.6341
H -1.9265 3.6989 -2.0190
H -1.4481 4.0440 -0.3030
C -4.4926 0.9048 -2.0285
O -3.4485 1.1129 -2.6212
N -4.6244 -0.1004 -1.1230
N -5.6169 1.6698 -2.2224
H -5.4722 -0.2891 -0.6168
H -3.8120 -0.6788 -0.9583
H -5.5504 2.4208 -2.8807
H -6.4820 1.5166 -1.7423
C -1.4119 -2.6787 -1.6838
O -2.0682 -1.9637 -0.9402
N -1.8257 -3.9316 -2.0412
N -0.2126 -2.3056 -2.2193
H -1.3013 -4.5386 -2.6470
H -2.6994 -4.2506 -1.6723
H 0.1524 -1.3921 -1.9893
H 0.3193 -2.8912 -2.8357
C 9.4566 6.1222 -0.2653
O 10.4420 5.7845 0.3811
N 8.2223 6.2563 0.2888
N 9.5227 6.3945 -1.6025
H 7.3975 6.5336 -0.2197
H 8.1400 6.0592 1.2688
H 10.4166 6.3048 -2.0445
H 8.7330 6.6687 -2.1530
C -6.9457 0.3572 2.0654
O -6.3488 -0.2897 1.2129
N -8.3013 0.3168 2.1880
N -6.2954 1.1579 2.9522
H -8.8162 0.8270 2.8780
H -8.8024 -0.2671 1.5447
H -5.2949 1.2039 2.8797
H -6.7571 1.6955 3.6586
C 0.9176 -6.5612 -2.2507
O 0.7741 -6.2224 -3.4235
N 0.8914 -5.6588 -1.2322
N 1.1106 -7.8533 -1.8719
H 0.9987 -5.9023 -0.2669
H 0.7510 -4.6961 -1.4775
H 1.1341 -8.5420 -2.5976
H 1.2308 -8.1485 -0.9104
C -9.3207 -3.3445 2.2680
O -9.9094 -2.6051 3.0508
N -9.7861 -4.5859 1.9474
N -8.1588 -2.9841 1.6569
H -9.3273 -5.2122 1.3105
H -10.6405 -4.8786 2.3781
H -7.7835 -2.0787 1.8728
H -7.6619 -3.5693 1.0136
C 4.5339 7.6552 -0.4283
O 5.5327 7.3148 0.2001
N 3.3168 7.7798 0.1618
N 4.5649 7.9268 -1.7626
H 2.4854 8.0473 -0.3279
H 3.2590 7.5776 1.1417
H 5.4456 7.8386 -2.2291
H 3.7603 8.1980 -2.2935
C 2.7141 -10.0583 0.9530
O 1.8806 -9.4067 0.3382
N 4.0486 -9.8098 0.8526
N 2.3690 -11.0811 1.7837
H 4.7500 -10.3274 1.3448
H 4.3315 -9.0616 0.2475
H 1.3924 -11.2857 1.8770
H 3.0312 -11.6285 2.2973
C -10.1583 -8.5521 2.0321
O -9.8330 -7.7576 1.1630
N -10.3468 -8.1778 3.3303
N -10.3564 -9.8764 1.7719
H -10.6122 -8.8100 4.0596
H -10.2033 -7.2109 3.5542
H -10.2242 -10.1815 0.8268
H -10.6220 -10.5468 2.4661
C 8.4292 8.6751 3.6879
O 8.3220 9.0002 4.8636
N 9.6262 8.3334 3.1283
N 7.3634 8.6228 2.8408
H 9.7372 8.0569 2.1695
H 10.4313 8.3565 3.7225
H 6.4663 8.8581 3.2171
H 7.4292 8.3570 1.8739
*
```

Atom charges from the Löwdin analysis, given in e for atoms 1 to 5: number 1, C, carries -0.121; number 2, C, carries -0.206; number 3, C, carries -0.302; number 4, O, carries -0.299; number 5, C, carries -0.415


Number 3 is which compound? C15H56N20NbO11